{"formula": "C26H33N7", "method": "ωB97M-V with the def2-TZVPD basis set", "elements": ["C", "C", "C", "C", "C", "N", "N", "N", "N", "C", "C", "C", "C", "C", "C", "C", "C", "N", "C", "N", "C", "C", "N", "C", "C", "C", "C", "C", "C", "C", "C", "C", "C", "H", "H", "H", "H", "H", "H", "H", "H", "H", "H", "H", "H", "H", "H", "H", "H", "H", "H", "H", "H", "H", "H", "H", "H", "H", "H", "H", "H", "H", "H", "H", "H", "H"], "coordinates": [[-0.837362, -4.276236, -0.039946], [-0.613330, -3.144904, -1.111012], [-1.988454, -2.335184, -1.145674], [-3.040892, -2.924981, -2.090601], [-1.405000, -0.958774, -1.966514], [-2.519189, -1.876312, -0.138955], [-3.564883, -2.624659, 0.321278], [-3.834105, -2.187685, 1.617237], [-3.015275, -1.401995, 1.993039], [-2.300633, -1.010733, 0.914589], [-1.367323, -0.002884, 1.066545], [-2.297487, 1.469713, 0.724251], [-2.149571, 2.651617, 1.571500], [-2.713371, 3.818667, 1.114618], [-3.532876, 3.569535, 0.229331], [-3.784724, 2.427726, -0.479164], [-4.746228, 2.405712, -1.474250], [-5.448205, 2.373988, -2.320056], [-2.981987, 1.323939, -0.227095], [-0.064371, 0.150671, 0.557156], [0.550998, 1.321154, 0.116751], [1.804304, 1.062459, -0.371165], [2.779626, 0.162454, 0.415236], [4.089020, 0.264346, 0.155412], [4.716979, 0.667857, -1.270075], [5.943407, 0.631221, -1.360517], [6.495389, 0.829437, -2.795568], [6.813999, 0.347672, -0.528998], [6.269847, 0.220281, 0.996976], [5.025539, 0.227297, 1.180734], [4.502246, -0.029048, 2.710945], [2.106355, -1.030877, 0.628685], [0.830329, -0.751555, 1.159374], [-0.952164, -3.938685, 0.879856], [-1.552555, -4.816481, -0.474396], [0.051840, -4.959301, -0.044388], [0.169486, -2.667668, -0.862739], [-0.424058, -3.592522, -2.006218], [-2.534085, -3.037041, -3.114402], [-3.110659, -3.877697, -1.387724], [-3.784855, -2.383290, -2.333368], [-0.818714, -1.242124, -2.987851], [-0.989071, -0.354455, -1.313792], [-2.285765, -0.493380, -2.382607], [-1.266965, 0.190322, 2.205105], [-1.287591, 2.656018, 2.291676], [-2.561794, 4.670122, 1.741981], [-4.047771, 4.660452, -0.153667], [-3.298556, 0.582377, -0.558497], [-0.195121, 1.902692, -0.349388], [0.732165, 1.748401, 1.199357], [2.426323, 1.977303, -0.556334], [1.513166, 0.648486, -1.206184], [3.898020, 0.600892, -2.040163], [7.491385, 0.624888, -3.049915], [6.416474, 1.917419, -3.181182], [5.853620, 0.431904, -3.587481], [7.844783, 0.323394, -0.514476], [7.128281, 0.128399, 1.615185], [5.276493, 0.534315, 2.986975], [4.564037, -1.115596, 2.774056], [3.604760, 0.203104, 2.677005], [2.837908, -1.360095, 1.292229], [1.861913, -1.384953, -0.224756], [0.322981, -1.702899, 1.780327], [0.972585, -0.235216, 2.324959]], "forces_ev_per_a": [[5.063, 0.057, -4.325], [-7.339, -3.726, 3.038], [8.348, 1.338, -14.427], [7.894, -6.539, 1.564], [-2.516, -4.803, -5.112], [-7.035, 3.483, 14.198], [-1.623, 0.544, 2.904], [-4.101, -7.057, -4.819], [4.017, 6.057, 0.389], [1.468, -3.922, -0.803], [0.544, 8.182, 3.309], [11.886, -0.667, 13.862], [3.401, -2.213, -0.805], [6.414, -1.113, 8.738], [-9.201, 5.218, -9.668], [0.583, 1.099, 0.284], [3.383, 0.278, 3.888], [-4.828, -0.260, -5.561], [-6.025, 10.539, -5.133], [-0.675, -5.299, -2.861], [-3.307, 2.125, 8.538], [7.841, 2.084, 0.579], [-4.007, 5.110, -1.764], [3.962, 2.488, -5.361], [-15.079, -2.377, 5.869], [6.007, 1.636, -10.565], [-2.090, 2.993, -1.779], [2.314, -1.773, 12.979], [8.545, 0.351, -7.440], [-7.163, -1.823, 3.479], [6.259, -4.374, -5.230], [2.322, 2.117, 3.694], [-3.818, -0.663, 9.529], [-1.075, 1.507, 4.178], [-3.401, -2.460, -0.667], [-0.506, 0.581, 0.132], [5.287, 4.385, 1.805], [0.038, -1.066, -2.708], [-0.366, -0.714, 1.564], [-1.407, 1.107, -2.901], [-5.842, 3.732, -0.409], [-0.820, 0.518, 2.891], [2.671, 2.747, 2.568], [-0.489, 0.387, -0.014], [-0.326, -0.714, -1.108], [-1.299, -0.185, -0.356], [-0.108, 0.876, -0.434], [0.600, -3.410, 0.627], [-3.847, -12.152, -5.976], [0.007, 1.047, -1.282], [-0.148, 1.082, -1.310], [-0.968, -0.612, -0.119], [0.046, -2.793, -5.564], [1.507, 0.644, 0.424], [1.493, -0.915, 0.364], [0.079, -1.026, 1.257], [-0.013, -0.813, 0.366], [1.900, -0.017, -0.907], [-0.049, -0.108, 1.297], [2.178, 1.988, 3.411], [0.482, 0.121, 0.816], [-8.198, 3.047, 0.798], [0.211, -3.148, 1.224], [-0.278, -4.094, -6.207], [0.807, 1.941, -2.787], [0.394, -0.570, -2.161]], "e_above_lowest_kcal_mol": 581.5, "spin_multiplicity": 1, "charge": 0, "e_lumo_ha": -0.0148, "total_energy_ha": -1392.95745, "smiles": "CCC(C)(C)n1nnnc1[C@H](c1cccc(C#N)c1)N1CCN(c2cc(C)ccc2C)CC1", "molar_mass_g_mol": 443.60}